[1]
# C34H78N10O32

16 unconnected molecules or ions with the total composition C34H78N10O32 in a non-equilibrium geometry (ωB97M-V/def2-TZVPD, the OMol25 dataset).

XYZ file:
```
154
Properties=species:S:1:pos:R:3:lowdin_charge:R:1
C 2.815 2.087 -3.892 0.05
N 3.129 2.678 -2.569 -0.42
O 2.351 2.527 -1.646 0.04
O 4.160 3.314 -2.467 0.07
H 1.980 1.408 -3.754 0.06
H 3.678 1.512 -4.217 0.10
H 2.624 2.923 -4.558 0.10
C -1.105 4.277 -3.123 0.04
N -0.538 4.030 -4.451 -0.43
O 0.559 4.508 -4.649 0.06
O -1.111 3.353 -5.261 0.07
H -0.773 3.487 -2.450 0.09
H -2.189 4.338 -3.177 0.09
H -0.761 5.239 -2.754 0.08
C 2.309 7.212 -0.366 0.05
N 0.973 6.612 -0.658 -0.42
O 0.793 5.432 -0.473 0.06
O 0.196 7.382 -1.202 0.05
H 2.192 8.287 -0.463 0.09
H 3.092 6.845 -1.016 0.10
H 2.467 7.031 0.697 0.09
C -2.966 -5.029 -3.656 0.06
N -1.984 -3.942 -3.373 -0.43
O -1.574 -3.259 -4.286 0.07
O -1.702 -3.745 -2.214 0.06
H -3.731 -4.984 -2.891 0.10
H -2.374 -5.939 -3.552 0.10
H -3.344 -4.991 -4.670 0.10
C -5.224 3.852 -1.656 0.05
N -5.261 2.460 -1.175 -0.42
O -6.243 2.171 -0.515 0.07
O -4.387 1.688 -1.473 0.07
H -5.487 4.508 -0.828 0.09
H -5.938 4.070 -2.442 0.11
H -4.183 4.086 -1.862 0.07
C 0.919 -2.203 -5.626 0.05
N 1.392 -0.880 -5.161 -0.40
O 0.931 -0.471 -4.101 0.02
O 2.198 -0.257 -5.823 0.08
H 1.005 -2.975 -4.871 0.09
H 1.482 -2.463 -6.518 0.10
H -0.124 -2.022 -5.880 0.07
C -2.451 0.737 -4.217 0.05
N -2.756 0.339 -5.633 -0.44
O -3.726 0.844 -6.137 0.07
O -1.959 -0.371 -6.203 0.05
H -2.358 1.813 -4.324 0.07
H -1.596 0.188 -3.851 0.07
H -3.350 0.471 -3.664 0.09
C 1.807 -5.551 1.352 0.08
N 1.690 -4.081 1.595 -0.40
O 1.183 -3.359 0.767 0.04
O 2.208 -3.661 2.603 0.08
H 1.982 -5.712 0.294 0.09
H 0.896 -6.053 1.672 0.09
H 2.635 -5.853 1.982 0.10
C -1.740 6.724 1.278 0.05
N -2.692 5.873 0.516 -0.42
O -3.458 5.172 1.143 0.06
O -2.594 5.826 -0.690 0.06
H -2.359 7.157 2.066 0.10
H -1.310 7.562 0.746 0.09
H -1.036 6.046 1.750 0.09
C 3.772 3.417 1.406 0.03
N 4.786 4.182 0.663 -0.42
O 5.794 3.579 0.361 0.07
O 4.728 5.400 0.696 0.04
H 4.331 2.851 2.147 0.09
H 3.176 2.751 0.786 0.07
H 3.085 4.082 1.921 0.09
O 5.057 -4.752 -1.870 0.11
C 4.440 -4.675 -2.895 -0.55
O 3.201 -4.207 -3.022 -0.01
C 2.545 -3.696 -1.862 -0.22
C 2.788 -2.215 -1.761 -0.05
C 5.015 -5.084 -4.246 0.02
H 2.927 -4.173 -0.956 0.09
H 1.478 -3.918 -1.893 0.12
H 2.353 -1.693 -2.614 0.06
H 3.853 -1.996 -1.678 0.10
H 2.325 -1.778 -0.872 0.03
H 5.934 -5.654 -4.153 0.08
H 5.306 -4.171 -4.772 0.09
H 4.262 -5.616 -4.821 0.08
O -1.549 -6.032 2.074 0.09
C -1.969 -4.917 2.268 -0.54
O -2.574 -4.478 3.359 -0.03
C -2.478 -5.231 4.573 -0.21
C -3.528 -6.335 4.604 -0.06
C -2.032 -3.884 1.160 0.03
H -2.518 -4.599 5.454 0.12
H -1.530 -5.776 4.574 0.12
H -3.464 -6.921 5.520 0.08
H -3.287 -7.061 3.826 0.07
H -4.510 -5.904 4.409 0.08
H -1.161 -3.961 0.518 0.06
H -2.122 -2.851 1.496 0.07
H -2.955 -4.037 0.598 0.10
O 0.351 1.396 5.477 0.11
C 1.224 0.932 4.799 -0.55
O 1.205 -0.290 4.276 -0.02
C 0.130 -1.192 4.503 -0.20
C -0.838 -1.061 3.325 -0.04
C 2.485 1.667 4.412 0.03
H -0.371 -0.975 5.447 0.12
H 0.461 -2.229 4.491 0.11
H -1.578 -1.846 3.503 0.07
H -0.285 -1.259 2.408 0.06
H -1.293 -0.073 3.288 0.08
H 2.416 2.132 3.432 0.05
H 3.346 0.998 4.424 0.09
H 2.708 2.429 5.157 0.09
O -6.733 -0.706 3.114 0.12
C -5.620 -1.149 3.101 -0.54
O -4.569 -0.615 2.457 -0.02
C -4.717 0.592 1.706 -0.23
C -4.898 1.812 2.579 -0.05
C -5.178 -2.457 3.717 0.03
H -5.599 0.504 1.065 0.10
H -3.918 0.632 0.969 0.10
H -5.055 2.708 1.977 0.07
H -3.999 1.955 3.186 0.07
H -5.759 1.755 3.243 0.08
H -4.894 -2.288 4.754 0.10
H -4.380 -2.867 3.107 0.06
H -5.994 -3.178 3.682 0.09
O -0.876 1.250 -1.788 0.09
C -0.883 0.517 -0.832 -0.52
O -1.176 0.801 0.432 -0.02
C -1.425 2.135 0.886 -0.19
C -0.124 2.886 1.061 -0.04
C -0.552 -0.944 -0.945 0.04
H -1.904 2.018 1.859 0.11
H -2.118 2.597 0.179 0.12
H 0.564 2.460 1.789 0.07
H -0.404 3.915 1.294 0.06
H 0.400 2.911 0.102 0.06
H -0.441 -1.330 0.066 0.06
H 0.329 -1.159 -1.549 0.07
H -1.334 -1.470 -1.494 0.08
O 6.209 -1.611 2.755 0.10
C 5.939 -0.443 2.593 -0.56
O 4.771 0.006 2.150 -0.03
C 3.750 -0.976 1.772 -0.17
C 2.638 -0.184 1.164 -0.06
C 6.935 0.664 2.793 0.02
H 3.496 -1.530 2.669 0.11
H 4.219 -1.628 1.035 0.12
H 2.091 0.461 1.852 0.06
H 1.921 -0.877 0.718 0.04
H 2.957 0.495 0.370 0.08
H 6.682 1.583 2.266 0.07
H 7.860 0.291 2.353 0.09
H 7.092 0.924 3.839 0.09
```

Output
- highest occupied orbital energy (eV) = -10.1212
- ΔE to the lowest compared entry with this formula, charge and spin (kcal per mole) = 0.00

=====

[2]
# C28H34BiN5S4

A molecular structure, C28H34BiN5S4 in a non-equilibrium geometry (ωB97M-V/def2-TZVPD, the OMol25 dataset).

XYZ file:
```
72
Properties=species:S:1:pos:R:3:lowdin_charge:R:1
Bi 0.042 0.630 -0.641 1.61
C 3.778 1.369 -0.011 -0.49
C 3.474 2.809 -0.362 -0.50
S 2.248 3.057 -1.702 0.76
C 3.242 2.946 -3.248 -0.47
C 3.129 1.603 -3.974 -0.45
S 2.131 0.473 -2.941 0.70
C 2.457 -1.192 -3.639 -0.47
C 1.529 -2.204 -2.989 -0.47
S 1.204 -2.017 -1.182 0.81
C 2.911 -1.773 -0.541 -0.49
C 2.968 -1.194 0.855 -0.46
S 2.460 0.564 1.004 0.84
H 4.677 1.314 0.604 0.10
H 3.920 0.790 -0.919 0.04
H 4.391 3.304 -0.676 0.09
H 3.073 3.335 0.502 0.08
H 4.272 3.182 -2.987 0.09
H 2.847 3.740 -3.880 0.08
H 4.101 1.141 -4.139 0.09
H 2.617 1.710 -4.930 0.08
H 3.503 -1.442 -3.459 0.09
H 2.273 -1.161 -4.712 0.10
H 1.928 -3.210 -3.118 0.09
H 0.531 -2.162 -3.422 0.08
H 3.417 -1.115 -1.241 0.03
H 3.397 -2.748 -0.556 0.10
H 3.994 -1.250 1.220 0.10
H 2.314 -1.725 1.542 0.06
C 1.281 0.148 5.913 -0.03
C 0.639 -0.027 4.581 -0.25
C 0.559 -1.271 3.962 -0.01
C -0.018 -1.410 2.713 -0.06
C -0.581 -0.319 2.053 -0.31
N -1.154 -0.417 0.761 -0.19
C -2.215 -1.287 0.521 -0.21
C -2.643 -2.208 1.491 0.00
C -3.673 -3.097 1.278 -0.01
C -4.340 -3.142 0.056 -0.26
C -5.435 -4.114 -0.235 -0.03
C -3.974 -2.206 -0.891 0.02
C -2.975 -1.254 -0.667 -0.12
N -2.867 -0.269 -1.669 -0.07
C -3.869 0.155 -2.457 -0.01
C -3.349 1.045 -3.380 0.00
C -2.002 1.130 -3.077 -0.12
N -1.727 0.323 -2.043 -0.15
C -0.484 0.938 2.666 -0.17
C 0.125 1.072 3.906 0.03
N -0.990 2.096 2.044 -0.07
C -1.572 3.154 2.634 0.00
C -1.798 4.108 1.661 -0.01
C -1.313 3.549 0.487 -0.10
N -0.826 2.337 0.738 -0.11
H 1.359 -0.797 6.441 0.09
H 0.707 0.846 6.517 0.09
H 2.282 0.561 5.797 0.10
H 0.960 -2.143 4.456 0.13
H -0.045 -2.378 2.235 0.13
H -2.173 -2.214 2.460 0.10
H -3.956 -3.772 2.071 0.12
H -5.536 -4.847 0.559 0.08
H -5.239 -4.636 -1.169 0.09
H -6.382 -3.585 -0.341 0.09
H -4.482 -2.214 -1.843 0.12
H -4.883 -0.153 -2.314 0.14
H -3.877 1.556 -4.157 0.12
H -1.230 1.718 -3.531 0.11
H 0.208 2.053 4.352 0.13
H -1.815 3.161 3.675 0.14
H -2.237 5.075 1.791 0.11
H -1.289 3.958 -0.503 0.12
```

Output
- highest occupied orbital energy (eV) = -12.7214
- ΔE to the lowest compared entry with this formula, charge and spin (kcal per mole) = 2.14
- total charge = +2

=====

[3]
# C22H26FN3O4

A single C22H26FN3O4 molecule (ωB97M-V/def2-TZVPD, the OMol25 dataset).

XYZ file:
```
56
Properties=species:S:1:pos:R:3:lowdin_charge:R:1
C 4.151 0.781 3.647 -0.09
O 2.853 0.804 3.111 -0.07
C 2.505 -0.177 2.227 -0.22
C 3.340 -1.182 1.777 -0.02
C 2.884 -2.123 0.861 -0.05
C 1.594 -2.069 0.371 -0.23
C 1.108 -3.075 -0.636 -0.12
C -0.243 -3.707 -0.279 -0.16
N -1.357 -2.914 -0.748 0.06
C -2.420 -2.600 0.002 -0.49
O -2.588 -2.932 1.158 0.05
C -3.470 -1.777 -0.774 -0.04
N -3.028 -0.424 -1.029 -0.03
C -3.783 0.723 -0.572 -0.10
C -3.041 1.904 -1.212 -0.10
N -2.179 1.262 -2.181 -0.03
C -1.108 1.980 -2.837 -0.08
C 0.062 2.187 -1.906 -0.14
C 1.043 1.213 -1.766 -0.02
C 2.082 1.373 -0.866 -0.07
C 2.152 2.508 -0.076 -0.06
C 1.187 3.492 -0.193 0.00
C 0.163 3.317 -1.104 -0.24
F -0.779 4.289 -1.215 0.05
C -2.144 -0.091 -2.012 -0.49
O -1.449 -0.871 -2.642 0.06
C 0.750 -1.057 0.821 0.03
C 1.179 -0.122 1.744 -0.21
O 0.412 0.891 2.237 -0.06
C -0.927 0.952 1.820 -0.07
H 4.342 -0.141 4.206 0.10
H 4.204 1.630 4.327 0.09
H 4.914 0.895 2.868 0.09
H 4.355 -1.253 2.134 0.10
H 3.557 -2.900 0.532 0.11
H 1.012 -2.594 -1.615 0.12
H 1.853 -3.867 -0.729 0.11
H -0.349 -3.822 0.802 0.13
H -0.307 -4.699 -0.743 0.12
H -1.273 -2.475 -1.663 0.10
H -3.683 -2.287 -1.721 0.14
H -4.378 -1.734 -0.173 0.13
H -4.822 0.663 -0.921 0.13
H -3.785 0.771 0.521 0.12
H -2.460 2.466 -0.472 0.11
H -3.717 2.602 -1.716 0.13
H -1.504 2.936 -3.187 0.13
H -0.796 1.374 -3.691 0.13
H 0.975 0.320 -2.368 0.11
H 2.833 0.603 -0.775 0.11
H 2.950 2.627 0.639 0.11
H 1.213 4.385 0.412 0.12
H -0.254 -1.012 0.437 0.10
H -1.358 1.808 2.338 0.10
H -0.995 1.105 0.738 0.07
H -1.477 0.044 2.093 0.10
```

Output
- highest occupied orbital energy (eV) = -7.8985
- ΔE to the lowest compared entry with this formula, charge and spin (kcal per mole) = 15.62

=====

[4]
# C13H3Cl2F5MnO2S

A molecular structure, C13H3Cl2F5MnO2S in a non-equilibrium geometry (ωB97M-V/def2-TZVPD, the OMol25 dataset).

XYZ file:
```
27
Properties=species:S:1:pos:R:3:lowdin_charge:R:1
Mn -0.122 -0.053 0.000 0.95
Cl 5.512 4.345 0.000 0.75
C 4.368 3.080 0.000 -0.66
C 4.802 1.745 0.000 -0.06
C 3.891 0.708 0.000 -0.57
Cl 4.376 -0.927 0.000 0.79
C 2.486 0.967 0.000 -0.31
O 1.639 -0.002 0.000 -0.19
C 2.064 2.342 0.000 -0.11
C 0.670 2.636 0.000 -0.07
O -0.228 1.768 0.000 -0.08
C 3.014 3.373 0.000 -0.03
H 5.859 1.529 0.000 0.12
H 0.361 3.686 0.000 0.16
H 2.672 4.396 0.000 0.13
F -6.209 -2.556 0.000 0.17
C -4.890 -2.510 0.000 -0.12
C -4.231 -1.273 0.000 -0.13
F -4.897 -0.131 0.000 0.16
C -2.851 -1.284 0.000 -0.17
F -2.138 -0.093 0.000 -0.03
C -2.069 -2.439 0.000 -0.49
S -0.331 -2.293 0.000 0.82
C -2.750 -3.665 0.000 -0.22
F -2.072 -4.797 0.000 0.13
C -4.146 -3.696 0.000 -0.12
F -4.778 -4.857 0.000 0.16
```

Output
- highest occupied orbital energy (spin up / spin down) (eV) = -12.1175 / -12.3329
- multiplicity = 5
- total charge = +1